one:
DFT (ωB97M-V/def2-TZVPD) results for a cluster of 2 separate species, C11H11N in total.

```
23
Properties=species:S:1:pos:R:3:mulliken_charge:R:1
C 1.35420 -1.27838 1.91370 -0.23
C 0.82497 -1.16831 0.66242 0.10
C -0.50408 -1.15022 0.39591 -0.04
C -1.44623 -1.83595 1.36154 -0.84
C -0.82918 -2.03520 2.64196 -0.13
C 0.48805 -1.63499 2.96212 -0.55
H 2.34798 -0.75214 2.18372 0.28
H 1.39723 -0.48031 -0.20041 -0.22
H -0.90467 -0.74068 -0.53286 0.81
H -2.48161 -1.97633 1.18262 0.42
H -1.50872 -2.33292 3.55120 0.22
H 0.98881 -2.06425 3.90944 0.25
C 0.54027 2.63229 -1.76429 -0.18
C 1.25624 1.43252 -1.68976 -0.09
C 0.64061 0.14342 -1.74415 -0.45
N -0.68764 0.19566 -1.83391 -0.52
C -1.43299 1.33416 -1.90995 -0.33
C -0.88164 2.52831 -1.87940 -0.32
H 1.11301 3.61795 -1.52916 0.28
H 2.37677 1.70479 -1.71950 0.24
H 1.30796 -0.71030 -1.65377 0.62
H -2.43053 1.11816 -2.26153 0.38
H -1.52880 3.45272 -2.04595 0.28
```

As for the frontier orbital gap: 9.266 eV. As for the total charge: 0.

---

two:
DFT (ωB97M-V/def2-TZVPD) results for a cluster of 2 separate species, C11H11N in total.

```
23
Properties=species:S:1:pos:R:3:mulliken_charge:R:1
C 1.94665 -1.13545 0.13427 -0.27
C 3.41220 -1.18606 0.20404 -0.40
C 4.15614 0.00463 -0.17149 -0.53
C 3.43507 1.22318 -0.34648 -0.34
C 2.08173 1.33264 -0.30564 -0.67
C 1.37905 0.08409 -0.15477 0.15
H 1.16109 -1.95895 0.01174 0.29
H 3.89637 -2.14123 0.23999 0.34
H 5.16715 -0.10326 -0.46403 0.41
H 3.93328 2.09783 -0.42854 0.44
H 1.62901 2.26806 -0.48775 0.41
H 0.21759 0.03935 -0.25813 0.16
C -1.93178 -0.42605 0.68372 -0.51
C -2.74471 -1.25784 0.04691 -0.47
C -3.84212 -0.80688 -0.79436 -0.07
N -4.21981 0.46505 -0.64661 -0.57
C -3.40730 1.29075 0.10925 -0.09
C -2.31601 0.83158 0.78189 -0.15
H -1.06545 -0.65194 1.25294 0.78
H -2.56921 -2.31841 -0.10932 0.28
H -4.33107 -1.59623 -1.38102 0.33
H -4.07090 2.29463 0.59749 0.22
H -1.91698 1.65050 1.48589 0.26
```

As for the frontier orbital gap: 10.079 eV. As for the total charge: 0.

---

Most stable: two. Least stable: one.

---

one:
DFT (ωB97M-V/def2-TZVPD) results for a cluster of 4 separate species, C2H14N2O3 in total.

```
21
Properties=species:S:1:pos:R:3:mulliken_spin:R:1
C 2.14390 0.76091 1.33088 1.71
N 1.72473 0.53679 -0.04517 -0.16
C 1.11276 -0.83787 -0.19167 0.40
N 1.09731 -1.32093 -1.61577 0.28
H 1.74485 1.86241 1.73183 -0.26
H 3.22041 0.56719 1.47885 -0.55
H 1.53356 0.08585 1.99388 0.01
H 2.65840 0.69679 -0.49760 -0.40
H 1.54231 -1.59252 0.48504 0.18
H 0.12260 -0.73647 0.09126 0.10
H 1.92457 -1.02287 -2.15023 -0.28
H 0.23564 -0.85220 -2.00454 -0.13
H 0.37655 1.61033 -0.42069 0.12
H 0.16298 2.78181 -1.49420 -0.08
O -0.25858 2.11397 -0.90436 -0.21
H -2.05868 -2.92635 -0.45624 0.00
H -3.24732 -3.69495 0.35465 -0.05
O -2.75140 -2.78194 0.25722 0.08
H -1.88389 1.65392 0.31323 0.05
H -1.96597 1.79410 1.81594 -0.04
O -2.44754 1.38343 1.09090 0.25
```

The spin multiplicity is 2. As for the frontier orbital gap (alpha / beta): 2.203 / 8.798 eV. As for the total charge: -1. The expectation value of S² is 0.75.

---

two:
DFT (ωB97M-V/def2-TZVPD) results for a cluster of 4 separate species, C2H14N2O3 in total.

```
21
Properties=species:S:1:pos:R:3:mulliken_spin:R:1
C -0.52587 -1.29064 2.05295 0.09
N -0.51857 -0.19653 0.98965 -0.07
C -1.31914 -0.66654 -0.13016 0.59
N -1.51310 0.39403 -1.16932 -0.05
H 0.60977 -1.59683 2.17785 -0.02
H -0.84551 -0.85332 2.98847 -0.01
H -1.21216 -2.04731 1.67624 -0.04
H -0.69390 0.78530 0.76312 -0.01
H -2.26940 -0.93741 0.45308 0.03
H -0.82367 -1.60358 -0.64100 0.01
H -0.70138 0.84621 -1.37212 -0.18
H -1.98682 0.04877 -1.99308 -0.31
H 1.38702 1.49163 1.12788 -0.02
H 2.07419 1.85123 2.47566 -0.02
O 1.32789 1.96624 1.93163 0.09
H 0.95572 -1.32163 -3.71125 -0.29
H 1.59707 -1.89475 -2.52151 -0.25
O 1.05630 -1.15029 -2.80611 0.93
H 1.35410 2.54708 -0.00171 -0.04
H 0.68387 1.58546 -1.41537 0.20
O 1.36361 2.04289 -0.87488 0.37
```

The spin multiplicity is 2. As for the frontier orbital gap (alpha / beta): 2.240 / 8.160 eV. As for the total charge: -1. The expectation value of S² is 0.75.

---

three:
DFT (ωB97M-V/def2-TZVPD) results for a cluster of 4 separate species, C2H14N2O3 in total.

```
21
Properties=species:S:1:pos:R:3:mulliken_spin:R:1
C -2.59290 1.19043 0.20055 0.12
N -1.88466 0.14107 -0.48937 0.08
C -0.76735 0.42390 -1.45090 0.20
N 0.38001 1.00398 -0.62561 0.18
H -2.18663 2.16145 0.41150 0.01
H -3.47524 1.36141 -0.42132 0.00
H -2.93805 0.93185 1.18135 -0.09
H -1.40999 -0.46885 0.31436 -0.01
H -0.96662 1.05392 -2.30480 -0.02
H -0.41585 -0.56589 -1.92001 -0.01
H 1.02850 1.58908 -1.22929 -0.04
H 0.93036 0.34717 -0.00954 -0.10
H 1.58139 0.88561 2.89222 -0.13
H 2.30865 -0.25258 2.22808 -0.27
O 2.51763 0.45841 2.70483 0.65
H 2.06401 -1.99641 -2.20557 -0.08
H 0.95236 -1.06362 -1.56176 0.07
O 1.20624 -1.63089 -2.34111 0.25
H 1.06057 -2.56101 1.27496 0.07
H 1.45906 -1.39716 2.13921 0.02
O 1.14852 -1.61186 1.21223 0.09
```

The spin multiplicity is 2. As for the frontier orbital gap (alpha / beta): 3.352 / 9.339 eV. As for the total charge: -1. The expectation value of S² is 0.75.

---

Most stable: one. Least stable: two.

---

one:
DFT (ωB97M-V/def2-TZVPD) results for a cluster of 2 separate species, C4H12NO3 in total.

```
20
Properties=species:S:1:pos:R:3:mulliken_charge:R:1
C -0.86511 -2.60023 0.33141 -0.84
C 1.50398 0.36834 -2.10780 -0.61
C -0.60649 2.76614 0.51824 -0.64
C 0.78251 0.80818 0.20278 0.95
N -0.93108 -1.38616 1.21009 -0.17
O 1.31468 -0.28444 0.64396 -0.77
O 0.87877 1.14138 -1.01883 -0.37
O 0.12800 1.58815 1.01547 -0.30
H 0.21333 -3.01463 0.34711 0.31
H -1.62149 -3.27975 0.58635 0.39
H -0.88144 -2.21853 -0.58082 0.38
H 1.13156 -0.56257 -1.95876 0.27
H 2.63374 0.35401 -2.15207 0.29
H 1.08590 0.63347 -3.08123 0.29
H -1.52796 2.69128 1.03373 0.26
H -0.46580 2.74591 -0.50899 0.38
H -0.16564 3.74818 0.94098 0.24
H -1.81121 -0.96659 1.21054 0.32
H -0.77147 -1.54887 2.23242 0.42
H -0.02475 -0.98327 1.13542 0.18
```

As for the frontier orbital gap: 11.670 eV. As for the total charge: +1.

---

two:
DFT (ωB97M-V/def2-TZVPD) results for a cluster of 2 separate species, C4H12NO3 in total.

```
20
Properties=species:S:1:pos:R:3:mulliken_charge:R:1
O -2.34482 1.33837 0.53250 -0.46
C -2.04735 0.77517 -0.62309 0.47
C -0.79472 -0.30475 -0.53003 -0.45
N 0.32528 0.47783 0.15607 -0.20
C 1.69006 -0.27499 -0.05907 -0.58
C 2.25483 -0.39143 -1.51034 -0.82
O -2.87997 0.69216 -1.53496 -0.50
H -3.36277 1.44151 0.63583 0.40
H -0.60324 -0.31775 -1.68385 0.29
H -1.10461 -1.19437 0.06311 0.39
H 0.03803 0.54742 1.14300 0.42
H 0.35289 1.39855 -0.30039 0.40
H 2.42473 0.05009 0.60538 0.55
H 1.44647 -1.30598 0.31144 0.30
H 3.22652 0.11809 -1.57430 0.31
H 2.36873 -1.53581 -1.81292 0.26
H 1.49521 0.13579 -2.15754 0.26
H -0.34129 -1.05799 3.08894 0.25
H -1.40203 -0.00536 2.80126 0.29
O -0.74196 -0.58654 2.44896 -0.55
```

As for the frontier orbital gap: 11.094 eV. As for the total charge: +1.

---

three:
DFT (ωB97M-V/def2-TZVPD) results for a cluster of 2 separate species, C4H12NO3 in total.

```
20
Properties=species:S:1:pos:R:3:mulliken_charge:R:1
O 2.25499 1.70169 1.58868 -0.44
C 2.02545 1.44021 0.44283 -0.18
C 0.73071 0.66943 0.08723 -0.01
C -0.27247 1.49656 -0.68773 -0.51
C -1.14604 0.62681 -1.63704 -0.63
O -1.62372 -0.48170 -0.93052 -0.50
N 0.30677 -0.17186 1.27045 -0.19
H 2.72028 1.69956 -0.38934 0.40
H 1.15766 -0.05362 -0.60179 0.27
H 0.36113 2.07647 -1.41667 0.33
H -0.87145 2.19118 -0.07161 0.34
H -0.57879 0.28455 -2.53543 0.36
H -1.84254 1.29089 -2.13237 0.37
H -2.46680 -0.23985 -0.52911 0.34
H 1.15029 -0.21291 1.88123 0.39
H -0.44335 0.28021 1.79056 0.36
H -0.04951 -1.11689 1.01737 0.29
H 0.11512 -3.89706 0.36662 0.32
H -0.98567 -4.08391 1.55428 0.31
O -0.54206 -3.49975 0.93235 -0.63
```

As for the frontier orbital gap: 11.239 eV. As for the total charge: +1.

---

Most stable: three. Least stable: one.

---

one:
DFT (ωB97M-V/def2-TZVPD) results for the molecule C5H4N2O.

```
12
Properties=species:S:1:pos:R:3:mulliken_charge:R:1
N 2.63736 -1.30616 -0.24135 -0.43
C 1.85141 -0.45815 -0.18512 0.16
C 0.91255 0.71825 -0.04418 -0.15
C -0.34211 0.44391 0.66226 -0.10
C -0.84122 -0.99163 0.83204 -0.53
N -1.32151 -1.47110 -0.37709 -0.17
O -0.78316 -0.63302 -1.17295 -0.16
C -0.39607 0.61325 -0.82966 -0.10
H 1.08334 1.92431 -0.04121 0.30
H -0.59327 1.16588 1.33044 0.46
H -1.41098 -1.24343 1.72331 0.32
H -0.79634 1.23790 -1.65648 0.40
```

As for the frontier orbital gap: 9.707 eV. As for the total charge: 0.

---

two:
DFT (ωB97M-V/def2-TZVPD) results for the molecule C5H4N2O.

```
12
Properties=species:S:1:pos:R:3:mulliken_charge:R:1
O -2.62635 -0.13298 -0.30832 -0.54
C -1.39546 -0.03363 -0.20695 0.33
C -0.62162 1.25693 0.07794 -0.44
C 0.72396 1.41320 0.00882 0.08
N 1.63905 0.48214 -0.34485 -0.51
C 1.51512 -0.84247 -0.26167 0.12
N 0.58702 -1.68736 0.20274 -0.47
C -0.70437 -1.32339 0.06745 0.04
H -1.15049 2.05719 0.38109 0.44
H 1.08947 2.32627 0.57766 0.29
H 2.45584 -1.45444 -0.51572 0.31
H -1.51217 -2.06146 0.32181 0.35
```

As for the frontier orbital gap: 8.384 eV. As for the total charge: 0.

---

three:
DFT (ωB97M-V/def2-TZVPD) results for the molecule C5H4N2O.

```
12
Properties=species:S:1:pos:R:3:mulliken_charge:R:1
C -3.11061 -0.52015 -0.01720 -0.05
C -2.00067 -0.10945 -0.19542 -0.37
C -0.60733 0.21889 -0.04008 0.28
N -0.03941 1.31936 -0.16952 -0.46
C 1.38860 1.08541 0.04656 -0.26
C 1.61439 -0.40248 0.01970 0.44
O 2.62334 -1.02142 -0.17425 -0.60
N 0.38069 -0.94051 0.11250 -0.18
H -4.05624 -0.80544 0.15707 0.43
H 1.52846 1.44511 1.06108 0.24
H 2.08233 1.63635 -0.64323 0.27
H 0.19646 -1.90567 -0.15720 0.27
```

As for the frontier orbital gap: 10.238 eV. As for the total charge: 0.

---

Most stable: three. Least stable: one.